1.
{"formula": "C4H8O2", "method": "ωB97M-V with the def2-TZVPD basis set", "symbols": ["C", "O", "C", "C", "O", "C", "H", "H", "H", "H", "H", "H", "H", "H"], "xyz": [[-2.024, 0.520, -0.058], [-1.064, 0.078, 0.902], [-0.212, -0.953, 0.444], [1.213, -0.604, 0.107], [1.951, -1.565, 0.239], [1.750, 0.738, -0.277], [-2.693, -0.295, -0.370], [-2.642, 1.301, 0.403], [-1.564, 0.952, -0.961], [0.216, -1.792, 1.076], [-0.686, -1.511, -0.371], [2.560, 0.989, 0.417], [0.999, 1.529, -0.282], [2.195, 0.614, -1.269]], "nbo_charge": [-0.250, -0.533, -0.202, 0.562, -0.563, -0.722, 0.172, 0.200, 0.166, 0.252, 0.197, 0.249, 0.224, 0.248], "total_energy_ha": -307.6347, "homo_ev": -9.65, "e_lumo_ev": 0.9, "gap_ev": 10.54, "smiles": "COCC(C)=O"}



2.
{"formula": "C4H8O2", "method": "ωB97M-V with the def2-TZVPD basis set", "symbols": ["C", "C", "C", "O", "C", "O", "H", "H", "H", "H", "H", "H", "H", "H"], "xyz": [[1.410, -0.253, -0.645], [-0.045, -0.211, -0.227], [-0.641, 1.025, 0.236], [-0.635, 0.678, 1.875], [-0.939, -1.196, -0.809], [-0.595, -2.194, -1.419], [1.744, -1.293, -0.686], [2.063, 0.286, 0.053], [1.567, 0.173, -1.645], [-0.238, -0.264, 1.336], [-0.070, 1.951, 0.165], [-1.709, 1.171, 0.082], [0.112, 1.125, 2.315], [-2.025, -0.997, -0.630]], "nbo_charge": [-0.617, -0.476, -0.071, -0.779, 0.398, -0.591, 0.241, 0.193, 0.207, 0.486, 0.206, 0.218, 0.496, 0.090], "total_energy_ha": -307.5751, "homo_ev": -8.42, "e_lumo_ev": 0.3, "gap_ev": 8.76}



3.
{"formula": "C4H8O2", "method": "ωB97M-V with the def2-TZVPD basis set", "symbols": ["O", "C", "C", "C", "C", "O", "H", "H", "H", "H", "H", "H", "H", "H"], "xyz": [[-1.168, 1.529, 1.852], [0.943, 1.408, -0.386], [0.546, 0.142, -0.335], [-0.200, -0.847, -1.196], [-0.134, -1.720, 0.067], [0.677, -0.718, 0.733], [-0.377, 1.073, 2.167], [0.755, 2.017, -1.261], [1.462, 1.853, 0.457], [-1.009, 1.562, 0.901], [-1.194, -0.548, -1.534], [0.383, -1.223, -2.040], [0.398, -2.671, -0.017], [-1.083, -1.856, 0.592]], "nbo_charge": [-0.945, -0.552, 0.330, -0.495, -0.055, -0.506, 0.469, 0.222, 0.224, 0.472, 0.230, 0.230, 0.186, 0.189], "total_energy_ha": -307.6311, "homo_ev": -9.13, "e_lumo_ev": 0.9, "gap_ev": 10.04}



4.
{"formula": "C4H8O2", "method": "ωB97M-V with the def2-TZVPD basis set", "symbols": ["C", "O", "C", "C", "O", "C", "H", "H", "H", "H", "H", "H", "H", "H"], "xyz": [[1.756, -0.332, 0.666], [0.712, 0.550, 0.995], [-0.079, 0.603, -0.146], [-0.646, -0.819, -0.670], [-1.877, -0.543, -0.014], [-1.552, 0.838, 0.142], [2.291, -0.603, 1.576], [1.234, -1.162, 0.165], [2.446, 0.105, -0.072], [0.411, 1.230, -0.917], [-0.360, -1.866, -0.434], [-0.689, -0.772, -1.769], [-1.810, 1.218, 1.134], [-2.031, 1.437, -0.640]], "nbo_charge": [-0.257, -0.515, 0.067, -0.115, -0.525, -0.084, 0.197, 0.177, 0.161, 0.168, 0.196, 0.164, 0.197, 0.170], "total_energy_ha": -307.5991, "homo_ev": -9.74, "e_lumo_ev": 1.0, "gap_ev": 10.78, "smiles": "COC1COC1"}



What did the fourth record say?
{"formula": "C4H8O2", "method": "ωB97M-V with the def2-TZVPD basis set", "symbols": ["C", "O", "C", "C", "O", "C", "H", "H", "H", "H", "H", "H", "H", "H"], "xyz": [[1.756, -0.332, 0.666], [0.712, 0.550, 0.995], [-0.079, 0.603, -0.146], [-0.646, -0.819, -0.670], [-1.877, -0.543, -0.014], [-1.552, 0.838, 0.142], [2.291, -0.603, 1.576], [1.234, -1.162, 0.165], [2.446, 0.105, -0.072], [0.411, 1.230, -0.917], [-0.360, -1.866, -0.434], [-0.689, -0.772, -1.769], [-1.810, 1.218, 1.134], [-2.031, 1.437, -0.640]], "nbo_charge": [-0.257, -0.515, 0.067, -0.115, -0.525, -0.084, 0.197, 0.177, 0.161, 0.168, 0.196, 0.164, 0.197, 0.170], "total_energy_ha": -307.5991, "homo_ev": -9.74, "e_lumo_ev": 1.0, "gap_ev": 10.78, "smiles": "COC1COC1"}